Record 1
{"formula": "C7H14Br14O2Si2", "method": "the ωB97M-V functional and the def2-TZVPD basis", "species": ["C", "C", "Br", "C", "Br", "Si", "O", "Si", "O", "H", "H", "H", "H", "H", "H", "H", "H", "H", "H", "C", "Br", "Br", "Br", "H", "C", "Br", "Br", "Br", "H", "C", "Br", "Br", "Br", "H", "C", "Br", "Br", "Br", "H"], "coordinates": [[3.045, -1.504, 0.173], [2.138, -0.965, -0.937], [1.506, -2.511, -1.988], [0.962, -0.169, -0.388], [1.612, 1.676, -0.226], [-0.593, -0.118, -1.470], [-1.530, -1.484, -1.305], [-2.893, -1.472, -0.360], [-2.586, -2.218, 1.087], [3.236, -2.550, 0.031], [3.985, -0.974, 0.171], [2.581, -1.364, 1.137], [2.710, -0.349, -1.600], [0.761, -0.485, 0.622], [-0.159, 0.021, -2.870], [-1.377, 1.081, -1.124], [-3.981, -2.143, -1.082], [-3.271, -0.082, -0.062], [-2.643, -1.544, 1.785], [-7.222, 0.782, 0.435], [-6.463, 0.615, -1.332], [-5.945, 0.356, 1.811], [-8.011, 2.516, 0.707], [-8.014, 0.056, 0.512], [5.825, 2.844, 0.504], [5.263, 1.632, 1.891], [5.692, 2.042, -1.242], [4.880, 4.519, 0.594], [6.870, 3.058, 0.675], [-9.344, -3.528, 0.955], [-9.509, -2.612, 2.640], [-11.004, -4.334, 0.414], [-8.648, -2.358, -0.407], [-8.627, -4.323, 1.090], [10.273, 3.202, -0.150], [9.704, 1.993, 1.236], [10.139, 2.402, -1.893], [9.323, 4.874, -0.057], [11.316, 3.418, 0.023]], "forces_ev_per_a": [[-0.0559, 0.3852, -0.2536], [-0.0354, -0.6399, 0.7303], [-0.0089, 0.1116, -0.1247], [-0.0060, 0.1067, -0.6288], [-0.1191, 0.1370, 0.1314], [0.2127, -0.1299, -0.5347], [-0.3605, 0.7978, 0.4503], [0.1071, -0.3470, -0.1789], [-0.1768, 0.6838, 0.1462], [0.2049, -0.4587, 0.0209], [0.3435, 0.1825, 0.0707], [-0.1093, -0.0186, 0.3640], [0.0795, 0.0892, -0.6477], [-0.2518, -0.1144, 0.3353], [0.0391, -0.0194, 0.0011], [-0.0321, -0.0414, 0.1946], [0.0974, -0.1867, -0.0119], [0.0128, 0.1069, 0.0144], [0.0984, -0.5754, -0.0852], [0.0850, 0.1673, -0.0219], [-0.0501, -0.0165, 0.1438], [-0.0366, 0.0057, -0.0346], [0.0579, -0.0419, -0.0088], [-0.0626, -0.0532, 0.0076], [-0.0285, -0.0019, -0.0061], [0.0205, 0.0413, -0.0599], [0.0002, 0.0138, 0.0673], [0.0171, -0.0999, -0.0160], [0.0410, 0.0102, 0.0099], [-0.0753, 0.0585, 0.0324], [0.0069, -0.0057, -0.0394], [0.0490, 0.0354, 0.0181], [-0.0030, -0.1315, -0.0839], [0.0400, -0.0301, 0.0018], [-0.0119, -0.0158, -0.0459], [-0.0550, 0.0174, -0.0370], [-0.0317, 0.0221, 0.0615], [-0.0471, -0.0590, -0.0046], [0.0447, 0.0144, 0.0218]], "charge": 0, "spin_multiplicity": 1, "e_homo_ev": -9.986, "e_lumo_ev": -0.23, "orbital_gap_ev": 9.75}



Record 2
{"formula": "C7H14BrLiN4O5S2", "method": "the ωB97M-V functional and the def2-TZVPD basis", "species": ["N", "C", "N", "N", "C", "C", "C", "C", "S", "O", "O", "N", "S", "O", "O", "C", "C", "O", "Br", "H", "H", "H", "H", "H", "H", "H", "H", "H", "H", "H", "H", "H", "H", "Li"], "coordinates": [[-1.200, 3.396, 1.249], [-0.645, 2.405, 1.822], [0.537, 1.797, 1.391], [-1.299, 1.748, 2.887], [-1.114, 0.277, 3.014], [-2.331, -0.458, 2.452], [-2.243, -0.282, 0.922], [-1.453, -1.400, 0.181], [0.044, -0.692, -0.494], [-0.328, 0.505, -1.231], [0.879, -0.493, 0.690], [0.613, -1.852, -1.407], [2.036, -1.640, -2.068], [2.878, -2.794, -1.870], [2.634, -0.333, -1.832], [1.604, -1.631, -3.836], [2.455, -0.670, -4.614], [2.071, 0.269, -5.205], [4.348, -1.124, -4.670], [-0.661, 3.722, 0.445], [0.955, 1.127, 2.017], [1.205, 2.357, 0.906], [-1.108, 2.180, 3.782], [-0.275, -0.094, 2.418], [-0.913, 0.031, 4.061], [-3.238, 0.009, 2.855], [-2.358, -1.507, 2.771], [-3.213, -0.135, 0.438], [-1.711, 0.661, 0.765], [-1.108, -2.164, 0.882], [-2.072, -1.868, -0.587], [1.724, -2.643, -4.231], [0.577, -1.270, -3.915], [2.711, 2.568, 0.012]], "forces_ev_per_a": [[0.1132, -0.0523, 0.2142], [-0.1704, 0.5687, -0.5172], [0.0084, 0.6749, 1.2692], [0.5595, -0.7255, 0.3061], [-0.0864, -0.2507, 0.2213], [-0.1575, 0.3516, -0.1048], [0.0368, -0.1362, -0.1500], [-0.3429, 0.2058, 0.3834], [-0.2563, -0.2150, 0.2561], [0.3060, -0.0450, 0.1763], [0.3137, -0.6099, -0.6194], [0.1826, 0.0855, 0.0553], [0.3638, -0.6018, -0.3454], [-0.3007, 0.4330, 0.0091], [-0.1363, 0.1874, 0.2916], [-0.0397, 0.1854, -0.0444], [0.1598, -0.5285, 0.1568], [-0.2631, 0.6273, -0.2561], [0.1800, -0.1170, 0.0026], [0.0403, 0.0356, 0.1765], [0.0402, -0.0083, -0.3416], [-0.6786, 0.4583, -0.0277], [-0.1872, 0.3370, -0.2350], [0.0309, 0.0602, 0.3717], [-0.1543, 0.0807, -0.0742], [0.1135, -0.0260, -0.1580], [0.1651, 0.0867, -0.1774], [0.0746, -0.1762, 0.1854], [-0.3606, -0.1225, -0.2816], [-0.0373, -0.0278, -0.1852], [0.3350, 0.0754, -0.0913], [-0.0759, 0.1257, 0.1485], [0.0834, -0.1557, -0.0073], [0.1405, -0.7808, -0.6074]], "charge": 0, "spin_multiplicity": 1, "e_homo_ev": -8.902, "e_lumo_ev": -2.55, "orbital_gap_ev": 6.35}



Record 3
{"formula": "C7H14Cl14", "method": "the ωB97M-V functional and the def2-TZVPD basis", "species": ["C", "Cl", "Cl", "H", "H", "C", "Cl", "Cl", "H", "H", "C", "Cl", "Cl", "H", "H", "C", "Cl", "Cl", "H", "H", "C", "Cl", "Cl", "H", "H", "C", "Cl", "Cl", "H", "H", "C", "Cl", "Cl", "H", "H"], "coordinates": [[13.700, -9.420, -12.665], [15.019, -8.809, -11.696], [14.203, -9.903, -14.308], [13.289, -10.348, -12.266], [12.942, -8.650, -12.808], [12.942, -13.852, -16.022], [12.141, -15.362, -15.705], [12.620, -12.828, -14.652], [13.999, -14.077, -16.160], [12.470, -13.374, -16.880], [10.967, -12.725, -11.830], [10.525, -12.442, -10.175], [9.762, -13.901, -12.440], [11.042, -11.795, -12.395], [11.995, -13.082, -11.893], [7.864, -16.075, -14.412], [8.759, -17.574, -13.918], [6.575, -15.742, -13.243], [8.616, -15.286, -14.386], [7.462, -16.236, -15.412], [6.725, -12.488, -10.968], [6.192, -12.402, -12.680], [5.508, -11.792, -9.825], [6.735, -13.559, -10.768], [7.706, -12.060, -10.759], [15.740, -12.765, -9.568], [13.899, -12.966, -9.693], [16.047, -11.809, -8.047], [16.125, -13.753, -9.316], [16.251, -12.415, -10.465], [13.656, -16.160, -12.487], [14.328, -17.406, -13.554], [14.867, -14.881, -12.365], [12.691, -15.746, -12.782], [13.549, -16.579, -11.487]], "forces_ev_per_a": [[-0.3664, -0.3203, -0.7331], [-0.0247, -0.0832, 0.1114], [0.2629, 0.3172, -0.0463], [0.0907, 0.3729, 0.4680], [0.1649, -0.1258, 0.2888], [-0.1783, -0.0236, -0.4578], [-0.4925, -1.1872, -0.2643], [0.2982, 0.7903, 0.5297], [-0.1334, 0.4265, 0.1213], [0.3557, -0.1961, -0.0049], [0.6020, 0.0811, -0.1907], [0.0937, 0.5239, 0.6776], [0.4389, 0.2393, -0.5307], [-0.9844, -0.0576, -0.0958], [-0.2724, -0.8028, 0.2223], [1.1319, -0.9337, -0.1626], [-0.7476, 0.8474, -0.1256], [0.0641, 0.3778, -0.0461], [-0.3114, 0.1657, 0.0356], [-0.1668, 0.0920, 0.3170], [-1.2353, 0.0105, 0.9266], [0.4772, -0.2873, 0.5981], [0.8636, -0.3867, -1.0571], [0.1533, -0.0659, 0.0063], [-0.0508, 0.1719, -0.5353], [-0.7200, -0.6832, 1.7432], [1.4254, 0.3885, -0.2834], [0.0640, -0.2432, -1.3403], [-0.2527, 0.0903, -0.2299], [-0.6106, 0.5791, 0.1950], [0.4422, -0.2750, 0.6925], [-0.6793, -0.0116, 0.0089], [-0.0642, 0.4574, -0.0750], [0.2928, -0.1552, -0.5630], [0.0691, -0.0931, -0.2006]], "charge": 1, "spin_multiplicity": 2, "e_homo_ev": [-12.561, -12.560], "e_lumo_ev": [-3.15, -10.49], "orbital_gap_ev": [9.41, 2.07]}



Record-wise energy values, in hartree: -37040.861440, -4248.184159, -6717.364095